(1)
ORCA calculation (ωB97M-V/def2-TZVPD) on a structure of composition C33H32CuN4OP2S.

Computed properties:
LUMO level   -2.44 eV
Spin multiplicity   1
HOMO energy   -10.21 eV
Net charge   +1
Kohn-Sham gap   7.77 eV

Cartesian coordinates (Å):
Cu -0.082 -1.078 0.122
N 1.704 1.357 0.211
P 0.180 1.125 -0.483
C -0.710 2.647 -0.066
C -0.961 2.909 1.284
C -1.648 4.046 1.669
C -2.111 4.932 0.702
C -1.872 4.680 -0.638
C -1.171 3.544 -1.023
C 0.291 1.160 -2.289
C 1.434 1.524 -2.984
C 1.458 1.451 -4.371
C 0.336 1.029 -5.065
C -0.817 0.668 -4.374
C -0.831 0.717 -2.991
P 2.726 -0.073 0.299
C 4.141 0.672 1.167
C 5.370 0.643 0.514
C 6.495 1.201 1.107
C 6.395 1.789 2.357
C 5.172 1.819 3.020
C 4.053 1.263 2.428
C 1.862 -0.977 1.656
C 2.174 -2.332 1.813
C 1.607 -3.074 2.834
C 0.693 -2.484 3.701
C 0.364 -1.148 3.552
C 0.947 -0.395 2.536
H 2.208 2.218 0.032
H -0.598 2.224 2.041
H -1.819 4.246 2.719
H -2.651 5.822 0.999
H -2.223 5.372 -1.391
H -0.984 3.362 -2.073
H 2.317 1.849 -2.446
H 2.354 1.725 -4.911
H 0.357 0.980 -6.145
H -1.700 0.354 -4.917
H -1.719 0.409 -2.446
H 5.449 0.174 -0.460
H 7.446 1.170 0.594
H 7.270 2.223 2.822
H 5.100 2.272 4.000
H 3.105 1.282 2.953
H 2.861 -2.807 1.121
H 1.873 -4.116 2.955
H 0.247 -3.066 4.496
H -0.335 -0.682 4.236
H 0.741 0.663 2.446
C -0.955 -4.719 0.029
N -1.374 -4.125 -1.230
C -2.528 -4.446 -1.919
C -2.547 -3.706 -3.048
N -1.399 -2.943 -3.028
C -0.675 -3.202 -1.919
S 0.813 -2.474 -1.510
H -1.833 -4.876 0.649
H -0.279 -4.028 0.525
H -0.444 -5.662 -0.161
H -3.223 -5.177 -1.546
H -3.258 -3.663 -3.852
H -1.095 -2.267 -3.710
O -1.959 -1.855 0.629
N -2.964 -1.013 0.637
C -4.049 -1.288 -0.113
C -5.116 -0.416 -0.143
C -5.070 0.754 0.599
C -3.945 1.011 1.367
C -2.903 0.110 1.377
H -3.985 -2.215 -0.662
H -5.970 -0.666 -0.755
H -5.893 1.453 0.579
H -3.858 1.911 1.958
H -1.987 0.215 1.938

Atomic forces in eV per Å
Cu -0.3 0.1 -0.1
N 0.0 0.1 -0.2
P 0.2 -0.4 0.2
C 0.0 0.1 0.1
C 0.0 0.0 0.0
C 0.0 0.0 0.0
C 0.0 0.0 0.1
C 0.0 0.0 0.0
C 0.0 0.0 0.0
C -0.1 0.0 0.0
C 0.0 0.0 0.0
C 0.0 0.0 0.0
C 0.0 0.0 -0.1
C 0.0 0.0 0.0
C 0.0 0.0 -0.1
P 0.1 -0.1 -0.1
C 0.0 0.1 0.1
C 0.0 0.0 0.0
C 0.0 0.0 0.0
C 0.0 0.0 0.0
C 0.1 0.0 0.0
C -0.1 0.0 0.0
C 0.0 0.1 -0.1
C 0.0 0.0 -0.1
C 0.0 0.0 0.1
C 0.0 -0.1 0.0
C 0.0 0.1 0.0
C 0.0 0.0 0.1
H 0.0 0.0 0.1
H 0.0 0.0 0.0
H 0.0 0.0 0.0
H 0.0 0.0 0.0
H 0.0 0.0 0.0
H 0.0 0.0 0.0
H 0.0 0.0 0.0
H 0.0 0.0 0.0
H 0.0 0.0 0.0
H 0.0 0.0 0.0
H 0.0 0.0 0.0
H 0.0 0.0 0.0
H 0.0 0.0 0.0
H 0.0 0.0 0.0
H 0.0 0.0 0.0
H 0.0 0.0 0.0
H 0.0 0.0 0.0
H 0.0 0.0 0.0
H 0.0 0.0 0.0
H 0.0 0.0 0.0
H 0.0 0.0 0.0
C 0.0 0.0 -0.1
N 0.1 0.0 -0.1
C 0.0 0.0 0.0
C -0.1 0.0 0.0
N 0.1 0.0 0.0
C 0.1 0.1 0.2
S 0.0 -0.1 0.0
H 0.0 0.0 0.0
H 0.0 0.0 0.0
H 0.0 0.0 0.0
H 0.0 0.0 0.0
H 0.0 0.0 0.0
H 0.0 0.0 0.0
O 0.1 -0.1 0.0
N 0.0 0.1 0.0
C 0.0 0.1 0.1
C 0.0 0.0 0.0
C 0.0 0.0 0.0
C 0.0 0.0 0.0
C -0.1 -0.1 0.0
H 0.0 0.0 0.0
H 0.0 0.0 0.0
H 0.0 0.0 0.0
H 0.0 0.0 0.0
H 0.0 0.0 0.0

Results of the Mulliken charge analysis, in e, for atoms 1 through 8:
1 Cu 1.3380
2 N -0.3028
3 P 0.7910
4 C 0.7013
5 C -0.4040
6 C -0.8643
7 C -0.5649
8 C -0.7624

***

(2)
ORCA calculation (ωB97M-V/def2-TZVPD) on a cluster of 2 separate species, C3H6NO4 in total in a non-equilibrium geometry.

Computed properties:
LUMO level   3.89 eV
Spin multiplicity   1
HOMO energy   -5.15 eV
Net charge   -1
Kohn-Sham gap   9.04 eV

Cartesian coordinates (Å):
O 0.747 -1.564 -0.222
C 0.169 -0.512 -0.415
N -1.078 -0.422 -0.864
C -1.803 0.961 -0.837
O -1.387 1.581 0.095
O -2.737 1.036 -1.566
C 1.054 0.777 -0.349
H -1.587 -1.260 -1.013
H 0.584 1.581 0.186
H 1.095 1.152 -1.380
H 2.056 0.749 0.079
H 0.764 -0.551 2.258
H 1.099 -1.958 1.545
O 1.024 -1.569 2.484

Atomic forces in eV per Å
O 0.5 -2.1 0.3
C 1.4 1.5 -0.4
N 0.5 1.7 -0.1
C 0.5 -3.2 1.3
O 0.5 2.9 2.0
O -2.4 0.4 -2.7
C -0.7 0.5 -0.3
H -0.3 -0.7 -0.2
H -0.4 0.1 0.1
H 0.2 -0.1 0.1
H 0.0 -1.2 -0.3
H 0.9 -3.9 0.8
H -0.3 1.1 1.6
O -0.7 2.9 -2.0

Results of the Mulliken charge analysis, in e, for atoms 1 through 8:
1 O -0.7834
2 C 0.4762
3 N -0.1391
4 C 0.4536
5 O -0.6454
6 O -0.6649
7 C -1.0650
8 H 0.2507

***

(3)
ORCA calculation (ωB97M-V/def2-TZVPD) on a structure of composition C21H25Cl3N5OY in a non-equilibrium geometry.

Computed properties:
LUMO level   -6.60 eV
Spin multiplicity   1
HOMO energy   -13.25 eV
Net charge   +2
Kohn-Sham gap   6.66 eV

Cartesian coordinates (Å):
Y 0.171 -0.321 -0.652
C 2.046 -0.146 3.479
C 1.483 0.163 2.138
N 1.867 -0.311 1.012
C 2.965 -1.243 0.805
C 2.520 -2.451 -0.037
N 1.628 -2.137 -1.190
C 2.256 -1.840 -2.502
C 2.840 -0.430 -2.594
N 1.885 0.622 -2.156
C 1.346 1.574 -3.168
C -0.190 1.768 -3.081
N -0.580 1.698 -1.683
C -1.030 2.652 -0.958
C -1.480 3.991 -1.430
C -0.951 2.360 0.522
C -1.733 2.892 1.537
C -1.463 2.490 2.842
C -0.421 1.610 3.118
C 0.326 1.130 2.051
N 0.039 1.508 0.806
H 3.068 -0.509 3.424
H 1.427 -0.916 3.949
H 2.028 0.733 4.120
H 3.393 -1.626 1.732
H 3.757 -0.690 0.291
H 1.953 -3.123 0.607
H 3.406 -2.992 -0.381
H 1.063 -2.971 -1.328
H 1.473 -1.962 -3.257
H 3.043 -2.564 -2.734
H 3.171 -0.249 -3.618
H 3.733 -0.364 -1.971
H 2.360 1.175 -1.451
H 1.602 1.227 -4.169
H 1.833 2.541 -3.030
H -0.700 0.959 -3.614
H -0.460 2.707 -3.569
H -2.016 3.918 -2.375
H -0.611 4.637 -1.577
H -2.120 4.476 -0.699
H -2.536 3.586 1.332
H -2.068 2.871 3.653
H -0.217 1.306 4.134
Cl -6.263 -3.429 1.159
C -4.659 -2.817 1.052
C -4.137 -2.478 -0.194
C -2.848 -1.995 -0.225
Cl -2.115 -1.524 -1.770
C -2.034 -1.826 0.902
O -0.809 -1.363 0.782
C -2.616 -2.173 2.129
Cl -1.667 -1.963 3.554
C -3.906 -2.663 2.210
H -4.723 -2.593 -1.094
H -4.326 -2.926 3.170

Atomic forces in eV per Å
Y 0.2 0.6 -0.8
C 0.0 0.0 0.1
C 0.1 0.0 -0.1
N -0.1 0.0 0.2
C 0.1 -0.1 0.0
C 0.1 0.0 0.0
N 0.3 -0.1 -0.1
C 0.2 0.1 -0.1
C 0.1 0.0 0.0
N 0.1 0.0 -0.1
C 0.0 0.1 -0.1
C 0.0 0.0 -0.1
N 0.1 0.2 0.2
C 0.1 -0.1 -0.1
C 0.0 0.0 -0.1
C 0.1 0.0 0.2
C 0.1 0.0 -0.1
C 0.0 0.0 0.0
C 0.0 0.0 -0.1
C -0.1 0.2 0.0
N 0.0 0.1 0.1
H 0.0 0.0 0.0
H 0.0 0.0 0.0
H 0.0 0.0 0.0
H 0.0 0.0 0.0
H 0.0 0.0 0.0
H 0.0 0.0 0.0
H 0.0 0.0 0.1
H 0.0 0.0 0.0
H 0.0 0.0 0.0
H 0.0 0.0 0.0
H 0.0 0.0 0.0
H 0.0 0.0 0.0
H 0.0 0.1 0.0
H 0.0 0.0 0.0
H 0.0 0.0 0.0
H 0.0 0.0 0.0
H 0.0 0.0 0.0
H 0.0 0.0 0.0
H 0.0 0.0 0.0
H 0.0 0.0 0.0
H 0.0 0.0 0.0
H 0.0 0.0 0.0
H 0.0 0.0 0.0
Cl -0.1 0.0 0.0
C 0.1 0.1 -0.2
C -0.1 -0.1 0.2
C 0.1 0.0 0.3
Cl -0.2 -0.1 -0.1
C -0.6 -0.3 0.0
O -0.6 -0.6 0.9
C 0.1 0.0 -0.3
Cl 0.1 0.0 0.2
C 0.0 0.0 -0.1
H 0.0 0.0 0.0
H 0.0 0.0 0.0

Results of the Mulliken charge analysis, in e, for atoms 1 through 8:
1 Y 0.6857
2 C -1.8536
3 C 0.4505
4 N 0.2004
5 C -0.6362
6 C -1.0079
7 N -0.1582
8 C -0.7317